DFT (the ωB97M-V functional and the def2-TZVPD basis) results for a 10-piece molecular cluster, C80H174N3O8P3 overall in a non-equilibrium geometry.

Each atom is followed by the atoms it is bonded to, with distances in Å.
CARTESIAN COORDINATES (ANGSTROEM)
1 C 2.12179 7.64511 -1.80004  C2 1.562, H18 1.090, H19 1.090, H20 1.090
2 C 1.57416 6.31114 -2.40017  C1 1.562, C3 1.522, H21 1.090, H22 1.090
3 C 0.33912 5.91474 -1.60431  C2 1.522, C4 1.561, H23 1.090, H24 1.090
4 C -0.42087 4.66420 -2.14887  C3 1.561, P5 1.804, H25 1.090, H26 1.090
5 P -1.83289 4.25810 -1.10162  C4 1.804, C6 1.801, C10 1.808, C14 1.809
6 C -2.76612 2.98682 -1.97178  P5 1.801, C7 1.552, H27 1.090, H28 1.090
7 C -2.41846 2.63537 -3.44288  C6 1.552, C8 1.531, H29 1.090, H30 1.090
8 C -3.33167 1.53223 -3.98502  C7 1.531, C9 1.573, H31 1.090, H32 1.090
9 C -2.88769 0.99123 -5.39354  C8 1.573, H33 1.090, H34 1.090, H35 1.090
10 C -1.22859 3.59584 0.46833  P5 1.808, C11 1.607, H36 1.090, H37 1.090
11 C -1.29740 4.74300 1.59227  C10 1.607, C12 1.635, H38 1.090, H39 1.090
12 C -0.85424 4.17470 3.05979  C11 1.635, C13 1.520, H40 1.090, H41 1.090
13 C -0.35691 5.26614 3.99281  C12 1.520, H42 1.090, H43 1.090, H44 1.090
14 C -2.89892 5.69926 -0.85807  P5 1.809, C15 1.557, H45 1.090, H46 1.090
15 C -3.55000 6.32703 -2.12511  C14 1.557, C16 1.524, H47 1.090, H48 1.090
16 C -4.12509 7.68988 -1.75968  C15 1.524, C17 1.536, H49 1.090, H50 1.090
17 C -3.25020 8.91815 -2.04940  C16 1.536, H51 1.090, H52 1.090, H53 1.090
18 H 2.17361 7.61611 -0.71167  C1 1.090
19 H 1.39818 8.35434 -2.20189  C1 1.090
20 H 3.11166 7.83693 -2.21414  C1 1.090
21 H 2.33159 5.54345 -2.24186  C2 1.090
22 H 1.42856 6.40257 -3.47653  C2 1.090
23 H -0.29630 6.79702 -1.68120  C3 1.090
24 H 0.53279 5.67401 -0.55902  C3 1.090
25 H 0.09812 3.70680 -2.10268  C4 1.090
26 H -0.86906 4.82193 -3.12986  C4 1.090
27 H -3.79401 3.14425 -1.64507  C6 1.090
28 H -2.52743 2.06439 -1.44240  C6 1.090
29 H -1.42431 2.19194 -3.38681  C7 1.090
30 H -2.32283 3.43780 -4.17435  C7 1.090
31 H -4.38478 1.77567 -4.12578  C8 1.090
32 H -3.28344 0.81246 -3.16790  C8 1.090
33 H -1.80885 1.04723 -5.53861  C9 1.090
34 H -3.34675 1.55740 -6.20398  C9 1.090
35 H -3.13342 -0.06996 -5.43373  C9 1.090
36 H -0.15455 3.41800 0.41435  C10 1.090
37 H -1.78196 2.67970 0.67460  C10 1.090
38 H -2.21645 5.30938 1.74272  C11 1.090
39 H -0.70065 5.58944 1.25236  C11 1.090
40 H -0.04406 3.45103 2.97025  C12 1.090
41 H -1.59602 3.62030 3.63470  C12 1.090
42 H 0.51544 5.76615 3.57197  C13 1.090
43 H -0.06779 4.93981 4.99182  C13 1.090
44 H -1.12001 6.01566 4.20255  C13 1.090
45 H -2.26199 6.43909 -0.37322  C14 1.090
46 H -3.64414 5.39667 -0.12243  C14 1.090
47 H -4.38837 5.74434 -2.50684  C15 1.090
48 H -2.90149 6.29935 -3.00076  C15 1.090
49 H -4.47743 7.64044 -0.72939  C16 1.090
50 H -5.07852 7.79719 -2.27694  C16 1.090
51 H -3.13101 8.87665 -3.13207  C17 1.090
52 H -2.23253 8.86281 -1.66290  C17 1.090
53 H -3.83130 9.82257 -1.86930  C17 1.090
54 C 0.41516 -0.20069 -6.83671  C55 1.499, H71 1.090, H72 1.090, H73 1.090
55 C -0.17957 -1.21593 -7.76557  C54 1.499, C56 1.498, H74 1.090, H75 1.090
56 C -0.07640 -2.63569 -7.30019  C55 1.498, C57 1.560, H76 1.090, H77 1.090
57 C -0.69010 -2.93506 -5.89702  C56 1.560, P58 1.823, H78 1.090, H79 1.090
58 P 0.16192 -4.28705 -5.02033  C57 1.823, C59 1.749, C63 1.824, C67 1.859
59 C -0.79713 -4.71533 -3.62226  P58 1.749, C60 1.466, H80 1.090, H81 1.090
60 C -2.23444 -4.75980 -3.90576  C59 1.466, C61 1.560, H82 1.090, H83 1.090
61 C -3.14588 -5.47342 -2.85966  C60 1.560, C62 1.575, H84 1.090, H85 1.090
62 C -2.73627 -6.98921 -2.73091  C61 1.575, H86 1.090, H87 1.090, H88 1.090
63 C 0.44006 -5.65405 -6.19621  P58 1.824, C64 1.527, H89 1.090, H90 1.090
64 C -0.73686 -6.11069 -7.05473  C63 1.527, C65 1.535, H91 1.090, H92 1.090
65 C -0.33559 -6.96802 -8.26286  C64 1.535, C66 1.547, H93 1.090, H94 1.090
66 C 0.14537 -8.38517 -7.87293  C65 1.547, H95 1.090, H96 1.090, H97 1.090
67 C 1.72818 -3.44194 -4.48292  P58 1.859, C68 1.613, H98 1.090, H99 1.090
68 C 2.59561 -4.43590 -3.55566  C67 1.613, C69 1.525, H100 1.090, H101 1.090
69 C 3.39629 -3.68604 -2.49560  C68 1.525, C70 1.535, H102 1.090, H103 1.090
70 C 3.75102 -4.55802 -1.28337  C69 1.535, H104 1.090, H105 1.090, H106 1.090
71 H 0.14427 0.80080 -7.17099  C54 1.090
72 H 1.50422 -0.16602 -6.86587  C54 1.090
73 H -0.08677 -0.37810 -5.88556  C54 1.090
74 H 0.34425 -1.06446 -8.70939  C55 1.090
75 H -1.21317 -1.00413 -8.03926  C55 1.090
76 H 0.98447 -2.67508 -7.05301  C56 1.090
77 H -0.38272 -3.30061 -8.10776  C56 1.090
78 H -1.66495 -3.38304 -6.08954  C57 1.090
79 H -0.79876 -2.14528 -5.15369  C57 1.090
80 H -0.67210 -4.01169 -2.79924  C59 1.090
81 H -0.36584 -5.65709 -3.28291  C59 1.090
82 H -2.38381 -5.38007 -4.78953  C60 1.090
83 H -2.67827 -3.77450 -4.04825  C60 1.090
84 H -4.14806 -5.26478 -3.23412  C61 1.090
85 H -3.05011 -4.96010 -1.90289  C61 1.090
86 H -2.38237 -7.35206 -3.69590  C62 1.090
87 H -3.52207 -7.66617 -2.39572  C62 1.090
88 H -1.99185 -7.21828 -1.96836  C62 1.090
89 H 0.89538 -6.54529 -5.76440  C63 1.090
90 H 1.27974 -5.32731 -6.80963  C63 1.090
91 H -1.49615 -5.38316 -7.34159  C64 1.090
92 H -1.37905 -6.78813 -6.49190  C64 1.090
93 H 0.42375 -6.38781 -8.78712  C65 1.090
94 H -1.16752 -7.00430 -8.96620  C65 1.090
95 H 0.42039 -8.89652 -8.79542  C66 1.090
96 H -0.64350 -8.85831 -7.28819  C66 1.090
97 H 1.04376 -8.22227 -7.27758  C66 1.090
98 H 1.45426 -2.52400 -3.96286  C67 1.090
99 H 2.36140 -3.25654 -5.35054  C67 1.090
100 H 3.24608 -5.01915 -4.20743  C68 1.090
101 H 1.99603 -5.24302 -3.13476  C68 1.090
102 H 2.79633 -2.84278 -2.15344  C69 1.090
103 H 4.26616 -3.22829 -2.96667  C69 1.090
104 H 4.07484 -5.54093 -1.62561  C70 1.090
105 H 2.94304 -4.51984 -0.55274  C70 1.090
106 H 4.49237 -4.03187 -0.68199  C70 1.090
107 C -2.80099 -0.40129 8.83225  C108 1.560, H124 1.090, H125 1.090, H126 1.090
108 C -3.92177 -0.33488 7.74914  C107 1.560, C109 1.590, H127 1.090, H128 1.090
109 C -3.61100 0.51189 6.43918  C108 1.590, C110 1.555, H129 1.090, H130 1.090
110 C -4.73797 0.90803 5.44336  C109 1.555, P111 1.864, H131 1.090, H132 1.090
111 P -5.85581 -0.30115 4.56988  C110 1.864, C112 1.843, C116 1.857, C120 1.833
112 C -6.90087 -1.05930 5.88530  P111 1.843, C113 1.560, H133 1.090, H134 1.090
113 C -7.41930 -2.48376 5.51758  C112 1.560, C114 1.501, H135 1.090, H136 1.090
114 C -8.14038 -3.34118 6.51695  C113 1.501, C115 1.536, H137 1.090, H138 1.090
115 C -7.20795 -3.65601 7.69600  C114 1.536, H139 1.090, H140 1.090, H141 1.090
116 C -6.92329 0.55053 3.31082  P111 1.857, C117 1.528, H142 1.090, H143 1.090
117 C -7.94501 -0.33761 2.60195  C116 1.528, C118 1.501, H144 1.090, H145 1.090
118 C -8.39289 0.02368 1.21577  C117 1.501, C119 1.544, H146 1.090, H147 1.090
119 C -9.43033 -0.89228 0.53158  C118 1.544, H148 1.090, H149 1.090, H150 1.090
120 C -4.83259 -1.53844 3.68501  P111 1.833, C121 1.619, H151 1.090, H152 1.090
121 C -3.95383 -2.50242 4.64381  C120 1.619, C122 1.552, H153 1.090, H154 1.090
122 C -3.27815 -3.62910 3.81768  C121 1.552, C123 1.553, H155 1.090, H156 1.090
123 C -2.51258 -4.64851 4.70463  C122 1.553, H157 1.090, H158 1.090, H159 1.090
124 H -2.26132 0.54407 8.88833  C107 1.090
125 H -2.17781 -1.26657 8.60632  C107 1.090
126 H -3.34406 -0.69646 9.73005  C107 1.090
127 H -4.83183 0.09675 8.16578  C108 1.090
128 H -4.16988 -1.38744 7.61257  C108 1.090
129 H -2.69311 0.15885 5.96917  C109 1.090
130 H -3.37686 1.49247 6.85358  C109 1.090
131 H -4.18533 1.37750 4.62955  C110 1.090
132 H -5.48538 1.60873 5.81550  C110 1.090
133 H -7.71494 -0.37952 6.13685  C112 1.090
134 H -6.22392 -1.18847 6.72979  C112 1.090
135 H -6.64982 -3.18777 5.20078  C113 1.090
136 H -8.09199 -2.38226 4.66594  C113 1.090
137 H -8.44199 -4.24987 5.99598  C114 1.090
138 H -9.11756 -2.91225 6.73882  C114 1.090
139 H -6.35360 -4.30783 7.51346  C115 1.090
140 H -7.81884 -4.05235 8.50706  C115 1.090
141 H -6.79637 -2.75722 8.15522  C115 1.090
142 H -6.29211 1.01599 2.55381  C116 1.090
143 H -7.41820 1.41858 3.74631  C116 1.090
144 H -8.81467 -0.54739 3.22467  C117 1.090
145 H -7.45252 -1.28799 2.39621  C117 1.090
146 H -7.52121 0.12647 0.56948  C118 1.090
147 H -8.74364 1.05487 1.17426  C118 1.090
148 H -9.55986 -0.64903 -0.52300  C119 1.090
149 H -10.34099 -0.78683 1.12122  C119 1.090
150 H -9.11534 -1.93377 0.59635  C119 1.090
151 H -4.27194 -1.14943 2.83505  C120 1.090
152 H -5.56275 -2.21214 3.23656  C120 1.090
153 H -4.58474 -2.74354 5.49933  C121 1.090
154 H -3.25850 -1.71936 4.94621  C121 1.090
155 H -2.51383 -3.28481 3.12099  C122 1.090
156 H -3.90029 -4.29032 3.21449  C122 1.090
157 H -3.20492 -5.17986 5.35767  C123 1.090
158 H -1.73195 -4.22781 5.33844  C123 1.090
159 H -2.01522 -5.27082 3.96068  C123 1.090
160 C 4.76698 -3.06014 2.72001  C161 1.527, H169 1.090, H170 1.090, H171 1.090
161 C 4.03658 -2.04964 1.83834  C160 1.527, C162 1.509, H172 1.090, H173 1.090
162 C 3.10332 -1.27827 2.73938  C161 1.509, N163 1.581, H174 1.090, H175 1.090
163 N 2.00275 -0.51282 1.90060  C162 1.581, C164 1.546, C165 1.577, C168 1.600
164 C 2.67999 0.23486 0.72864  N163 1.546, H176 1.090, H177 1.090, H178 1.090
165 C 1.33558 0.56811 2.83598  N163 1.577, C166 1.507, H179 1.090, H180 1.090
166 C -0.11095 0.61036 2.41628  C165 1.507, C167 1.510, H181 1.090, H182 1.090
167 C -0.40124 -0.85413 2.18785  C166 1.510, C168 1.551, H183 1.090, H184 1.090
168 C 0.81410 -1.49119 1.46412  N163 1.600, C167 1.551, H185 1.090, H186 1.090
169 H 5.78672 -3.30543 2.42324  C160 1.090
170 H 4.10732 -3.91397 2.87459  C160 1.090
171 H 4.93769 -2.64988 3.71533  C160 1.090
172 H 3.55397 -2.51704 0.98002  C161 1.090
173 H 4.84613 -1.37289 1.56494  C161 1.090
174 H 3.63397 -0.43348 3.17851  C162 1.090
175 H 2.59425 -1.83833 3.52380  C162 1.090
176 H 3.07561 -0.43391 -0.03579  C164 1.090
177 H 3.35361 0.97252 1.16473  C164 1.090
178 H 1.83569 0.79983 0.33356  C164 1.090
179 H 1.87593 1.51256 2.77171  C165 1.090
180 H 1.46575 0.18878 3.84952  C165 1.090
181 H -0.22050 1.13779 1.46870  C166 1.090
182 H -0.76884 1.08583 3.14375  C166 1.090
183 H -1.31807 -0.99561 1.61555  C167 1.090
184 H -0.53542 -1.34234 3.15313  C167 1.090
185 H 0.72233 -1.33752 0.38892  C168 1.090
186 H 1.00901 -2.55055 1.63107  C168 1.090
187 C 4.83330 -1.68972 -5.19697  C188 1.533, H196 1.090, H197 1.090, H198 1.090
188 C 4.59477 -0.17561 -5.18684  C187 1.533, C189 1.551, H199 1.090, H200 1.090
189 C 4.37199 0.28907 -3.72353  C188 1.551, N190 1.587, H201 1.090, H202 1.090
190 N 4.00963 1.83172 -3.64044  C189 1.587, C191 1.566, C192 1.544, C195 1.531
191 C 3.92950 2.20765 -2.12206  N190 1.566, H203 1.090, H204 1.090, H205 1.090
192 C 2.69236 2.19408 -4.35930  N190 1.544, C193 1.538, H206 1.090, H207 1.090
193 C 2.79621 3.64166 -4.86963  C192 1.538, C194 1.548, H208 1.090, H209 1.090
194 C 4.19206 4.20861 -4.51254  C193 1.548, C195 1.582, H210 1.090, H211 1.090
195 C 4.96160 2.84665 -4.27971  N190 1.531, C194 1.582, H212 1.090, H213 1.090
196 H 5.69001 -1.95292 -4.57658  C187 1.090
197 H 5.03673 -2.07400 -6.19649  C187 1.090
198 H 3.98961 -2.20509 -4.73794  C187 1.090
199 H 3.74527 0.09627 -5.81335  C188 1.090
200 H 5.52197 0.20279 -5.61723  C188 1.090
201 H 5.26089 0.16899 -3.10423  C189 1.090
202 H 3.53167 -0.19768 -3.22851  C189 1.090
203 H 4.77309 1.96274 -1.47670  C191 1.090
204 H 3.14563 1.55389 -1.73964  C191 1.090
205 H 3.70647 3.26038 -1.94852  C191 1.090
206 H 1.83380 1.97529 -3.72439  C192 1.090
207 H 2.67186 1.46804 -5.17204  C192 1.090
208 H 1.98502 4.26850 -4.49928  C193 1.090
209 H 2.79162 3.65571 -5.95952  C193 1.090
210 H 4.16291 4.71318 -3.54680  C194 1.090
211 H 4.51031 4.88386 -5.30681  C194 1.090
212 H 5.93372 2.88942 -3.78851  C195 1.090
213 H 5.21378 2.45913 -5.26680  C195 1.090
214 C 3.77837 3.55447 5.90223  C215 1.496, H223 1.090, H224 1.090, H225 1.090
215 C 4.83314 3.56207 4.84165  C214 1.496, C216 1.522, H226 1.090, H227 1.090
216 C 5.21700 2.10851 4.60413  C215 1.522, N217 1.545, H228 1.090, H229 1.090
217 N 6.36246 1.86841 3.59541  C216 1.545, C218 1.547, C219 1.599, C222 1.559
218 C 5.92103 2.37542 2.20158  N217 1.547, H230 1.090, H231 1.090, H232 1.090
219 C 6.54503 0.28002 3.63509  N217 1.599, C220 1.530, H233 1.090, H234 1.090
220 C 8.04705 0.06968 3.43122  C219 1.530, C221 1.541, H235 1.090, H236 1.090
221 C 8.65896 1.21193 4.26467  C220 1.541, C222 1.533, H237 1.090, H238 1.090
222 C 7.75136 2.42560 4.03086  N217 1.559, C221 1.533, H239 1.090, H240 1.090
223 H 3.64468 4.58466 6.23230  C214 1.090
224 H 4.00344 2.92862 6.76580  C214 1.090
225 H 2.79672 3.15257 5.65136  C214 1.090
226 H 5.68084 4.19213 5.11099  C215 1.090
227 H 4.42576 3.95162 3.90870  C215 1.090
228 H 4.38332 1.56878 4.15494  C216 1.090
229 H 5.48208 1.62264 5.54315  C216 1.090
230 H 5.04837 1.81196 1.87131  C218 1.090
231 H 6.68407 2.04756 1.49562  C218 1.090
232 H 5.73524 3.44602 2.28761  C218 1.090
233 H 6.12945 -0.17594 2.73649  C219 1.090
234 H 6.18904 -0.21063 4.54097  C219 1.090
235 H 8.16260 0.28190 2.36835  C220 1.090
236 H 8.34720 -0.93461 3.73029  C220 1.090
237 H 9.71988 1.41865 4.12391  C221 1.090
238 H 8.51278 1.01100 5.32597  C221 1.090
239 H 8.12598 3.01619 3.19482  C222 1.090
240 H 7.66459 3.14887 4.84170  C222 1.090
241 C -1.09701 -0.98924 -2.07254  C242 1.534, H245 1.090, H246 1.090, H247 1.090
242 C 0.20037 -0.17187 -2.05341  C241 1.534, O243 1.268, O244 1.239
243 O 0.06964 0.99686 -1.57847  C242 1.268
244 O 1.28221 -0.63632 -2.44024  C242 1.239
245 H -1.02275 -1.89041 -1.46388  C241 1.090
246 H -1.28588 -1.43826 -3.04763  C241 1.090
247 H -1.91041 -0.35470 -1.72062  C241 1.090
248 C 7.61853 -0.69241 -2.17687  C249 1.572, H252 1.090, H253 1.090, H254 1.090
249 C 7.24858 0.16621 -0.91291  C248 1.572, O250 1.261, O251 1.253
250 O 7.35280 1.42237 -0.87655  C249 1.261
251 O 6.94153 -0.41588 0.15277  C249 1.253
252 H 7.33056 -0.10860 -3.05114  C248 1.090
253 H 7.01498 -1.59543 -2.08529  C248 1.090
254 H 8.68672 -0.86343 -2.04339  C248 1.090
255 C -4.40102 0.21027 0.11211  C256 1.492, H259 1.090, H260 1.090, H261 1.090
256 C -4.15423 1.43981 0.91967  C255 1.492, O257 1.249, O258 1.271
257 O -3.73442 1.43742 2.09578  C256 1.249
258 O -4.61125 2.53998 0.47776  C256 1.271
259 H -5.27848 -0.24397 0.57236  C255 1.090
260 H -3.53435 -0.44090 0.22593  C255 1.090
261 H -4.58618 0.33669 -0.95459  C255 1.090
262 C 3.46517 -2.81282 6.41108  C263 1.500, H266 1.090, H267 1.090, H268 1.090
263 C 4.02266 -1.42006 6.39179  C262 1.500, O264 1.274, O265 1.235
264 O 3.29554 -0.44669 6.01008  C263 1.274
265 O 5.20265 -1.29236 6.73297  C263 1.235
266 H 4.05965 -3.46923 7.04654  C262 1.090
267 H 3.42757 -3.17414 5.38339  C262 1.090
268 H 2.44878 -2.84206 6.80376  C262 1.090

Results
- spin multiplicity = 1
- charge = +2
- E_tot (Ha) = -4942.16826
- LUMO level (Ha) = -0.1203
- gap between HOMO and LUMO (eV) = 6.504
- largest force on an atom (eV/A) = 4.3
- M (g/mol) = 1399.21

Löwdin population analysis, charges in e, atoms 1 to 4:
1. C -0.0804
2. C -0.2660
3. C -0.2332
4. C -0.2492